Computed, not measured: C5H10O5Rb as an isolated structure in a non-equilibrium geometry, with ωB97M-V/def2-TZVPD.

Each line ends with the natural charge from an NBO analysis.
Cartesian coordinates (Å):
1 C -2.411 -2.651 -0.227  -0.637
2 C -1.769 -2.774 1.143  -0.062
3 O -1.824 -1.565 1.878  -0.783
4 Rb -3.510 1.249 1.876  0.995
5 H -2.343 -3.605 -0.770  0.231
6 H -3.475 -2.386 -0.137  0.192
7 H -1.908 -1.884 -0.832  0.214
8 H -0.721 -3.102 1.046  0.178
9 H -2.290 -3.537 1.741  0.181
10 O 0.120 1.380 1.257  -0.353
11 C 1.310 1.927 0.857  -0.173
12 C 1.517 1.684 -0.634  -0.091
13 O 2.791 2.262 -1.019  -0.535
14 C 3.149 2.182 -2.259  0.908
15 O 2.503 1.637 -3.173  -0.814
16 O 4.200 2.747 -2.661  -0.789
17 H -1.134 -0.849 1.560  0.488
18 H 2.179 1.493 1.394  0.246
19 H 1.357 3.024 1.030  0.231
20 H 0.720 2.163 -1.220  0.185
21 H 1.539 0.607 -0.852  0.189

The energy above the lowest of the compared OMol25 structures with the same formula, charge and spin is 204.7 kJ/mol. The highest occupied orbital energy (alpha / beta) is -0.185 / -0.185 hartree. For the maximum force, the calculation gives 0.16403 hartree/bohr. Its spin multiplicity is 2. As for the expectation value of S²: 0.754. Its HOMO-LUMO gap (alpha / beta) is 2.84 / 2.36 eV.

Computed, not measured: a 2-piece molecular cluster, C5H10OS overall in a non-equilibrium geometry, with ωB97M-V/def2-TZVPD.

Each line ends with the natural charge from an NBO analysis.
Cartesian coordinates (Å):
1 C -1.865 1.145 -1.598  -0.725
2 C 1.053 0.014 0.985  -0.176
3 C 0.834 -0.773 0.015  -0.203
4 C 0.373 -0.086 2.296  -0.636
5 C 1.397 -0.737 -1.376  -0.632
6 O -2.603 0.428 0.771  -0.898
7 S -2.678 0.079 -0.665  1.169
8 H -2.011 1.150 -2.742  0.239
9 H -1.348 1.922 -1.229  0.218
10 H 1.856 0.851 1.016  0.188
11 H 0.068 -1.568 0.049  0.184
12 H -0.337 0.768 2.398  0.226
13 H 1.061 -0.113 3.090  0.210
14 H -0.335 -0.954 2.245  0.210
15 H 0.649 -0.294 -2.019  0.208
16 H 1.659 -1.733 -1.754  0.211
17 H 2.226 -0.100 -1.484  0.207

The energy above the lowest of the compared OMol25 structures with the same formula, charge and spin is 266.6 kJ/mol. The highest occupied orbital energy is -0.343 hartree. For the maximum force, the calculation gives 0.10220 hartree/bohr. Its spin multiplicity is 1. Its HOMO-LUMO gap is 8.96 eV.